[1]
Below is 2 unconnected molecules or ions with the total composition C25H34OS2 at a distorted geometry, with properties calculated with wB97M-V/def2-TZVPD.

The geometry in ORCA input format:
```
! wB97M-V def2-TZVPD RIJCOSX def2/J DEFGRID3
* xyz 0 1
C -6.18207 2.34526 -3.00640
C -4.87621 3.14650 -3.00240
O -3.76273 2.26064 -2.69989
C -2.52605 2.78272 -2.41329
S -1.44325 1.92145 -1.46334
S -2.23833 4.32208 -3.01477
H -7.04015 3.03970 -2.99614
H -6.25822 1.71273 -3.89952
H -6.25138 1.68487 -2.12876
H -4.76997 3.67690 -3.95686
H -4.95852 3.92681 -2.21885
C 2.44733 3.81431 -2.22478
C 2.72682 2.50221 -1.58367
C 2.25965 1.34938 -2.20908
C 2.41478 0.09240 -1.63506
C 1.72692 -1.05378 -2.33198
C 3.08129 -0.02216 -0.40453
C 3.15423 -1.35327 0.30858
C 4.11921 -2.34172 -0.41897
C 1.75428 -1.98129 0.57938
C 0.73780 -1.07129 1.12777
C -0.46233 -1.48434 1.75111
C -1.10460 -0.60216 2.69218
C -0.40001 0.61801 3.19746
C -2.35307 -0.91078 3.21741
C -3.03648 -2.08339 2.87724
C -4.41470 -2.32471 3.38035
C -2.38824 -2.98809 2.02597
C -1.12728 -2.74864 1.49696
C -0.53500 -3.84736 0.68085
C 3.63328 1.12099 0.19427
C 4.40126 1.05259 1.49065
C 3.43209 2.36899 -0.38702
H 2.87438 4.63488 -1.64013
H 2.88831 3.84360 -3.23406
H 1.36614 3.96505 -2.32512
H 1.70880 1.42601 -3.14629
H 2.21840 -2.02296 -2.19293
H 0.67003 -1.12995 -2.01094
H 1.71534 -0.86228 -3.41388
H 3.59293 -1.21646 1.30670
H 5.10877 -1.86775 -0.54639
H 4.26187 -3.26161 0.17439
H 3.75990 -2.62407 -1.41958
H 1.41357 -2.44729 -0.36144
H 1.90036 -2.80548 1.30268
H 1.02223 -0.01740 1.19308
H -1.05796 1.17349 3.87839
H 0.51445 0.35865 3.76691
H -0.11305 1.29003 2.37226
H -2.81093 -0.22688 3.93377
H -4.81080 -3.26846 2.98939
H -4.44265 -2.35875 4.48042
H -5.08776 -1.51117 3.06496
H -2.89523 -3.92497 1.79767
H -1.18976 -4.72807 0.71924
H -0.44996 -3.55705 -0.37879
H 0.44669 -4.17827 1.04444
H 4.80614 2.04213 1.74068
H 3.76125 0.74385 2.33861
H 5.25062 0.35108 1.43134
H 3.81756 3.25450 0.10976
*
```

***

[2]
Below is C5H10O in the gas phase at a distorted geometry, with properties calculated with wB97M-V/def2-TZVPD.

The geometry in ORCA input format:
```
! wB97M-V def2-TZVPD RIJCOSX def2/J DEFGRID3
* xyz 0 1
O -1.78473 -0.36530 -0.91260
C -1.12380 -0.53708 0.32573
C -0.57144 0.79815 0.86691
C 0.52666 1.10692 -0.09280
C 1.27333 -0.16875 -0.47069
C 0.25476 -1.21295 0.13731
H -1.25847 0.03688 -1.61861
H -1.75235 -1.13663 0.86786
H -0.04753 0.61183 1.77570
H -1.25739 1.62891 0.96230
H 1.26112 1.95941 0.15146
H 0.06513 1.50187 -0.98687
H 2.29523 -0.23624 0.00141
H 1.30599 -0.33547 -1.53246
H 0.25290 -2.01259 -0.57349
H 0.56059 -1.63897 1.09884
*
```

energy relative to the best compared isomer or geometry (same formula, charge and spin)	20.9	kcal/mol

***

[3]
Below is 2 unconnected molecules or ions with the total composition C5H8O, with properties calculated with wB97M-V/def2-TZVPD.

The geometry in ORCA input format:
```
! wB97M-V def2-TZVPD RIJCOSX def2/J DEFGRID3
* xyz 0 1
C -1.17938 -0.93355 0.97610
C -0.25032 0.01700 1.05211
C -0.41034 1.20642 0.20183
C -0.61307 1.23737 -1.11066
H -1.84005 -0.95668 0.11345
H -1.37945 -1.61683 1.78820
H 0.46462 0.05297 1.87774
H -0.49166 2.11071 0.80059
H -0.54384 0.34887 -1.73469
H -0.81284 2.17401 -1.61817
C 1.68634 -0.85991 -0.53120
O 1.79583 0.03905 -1.32617
H 1.05264 -1.74708 -0.71420
H 2.23211 -0.85948 0.43156
*
```

energy relative to the best compared isomer or geometry (same formula, charge and spin)	66.2	kcal/mol

***

[4]
Below is C4H10S in the gas phase at a distorted geometry, with properties calculated with wB97M-V/def2-TZVPD.

The geometry in ORCA input format:
```
! wB97M-V def2-TZVPD RIJCOSX def2/J DEFGRID3
* xyz 0 1
C 1.40805 0.32034 1.05274
C -0.04707 -0.07374 1.55939
C -1.12862 -0.27003 0.53193
S -1.04238 0.81050 -0.84622
C -0.42326 0.05119 -2.42918
H 1.69532 1.39221 0.82593
H 1.60334 -0.28155 0.18408
H 2.06760 0.01914 1.88706
H 0.03177 -1.01005 2.15600
H -0.21685 0.76812 2.22709
H -0.94432 -1.25078 0.15757
H -2.10262 -0.30961 1.05240
H -1.07023 0.44548 -3.28968
H -0.40639 -1.07275 -2.42977
H 0.57567 0.46152 -2.63932
*
```

energy relative to the best compared isomer or geometry (same formula, charge and spin)	21.2	kcal/mol

***

[5]
Below is a molecular structure, C53H52BI2N8O3P2Y at a distorted geometry, with properties calculated with wB97M-V/def2-TZVPD.

The geometry in ORCA input format:
```
! wB97M-V def2-TZVPD RIJCOSX def2/J DEFGRID3
* xyz 2 1
Y 0.46638 0.20384 -0.05992
C -0.09177 -4.21492 -1.00988
C -0.52572 -3.01447 -0.46048
N 0.35986 -2.04401 -0.69662
N 1.37556 -2.60565 -1.38177
C 1.12204 -3.90343 -1.59105
B 2.72531 -1.88611 -1.57970
N 2.51677 -0.59901 -2.39303
C 3.10077 -0.30421 -3.55813
C 2.72120 0.96845 -3.93734
C 1.88428 1.39018 -2.91216
N 1.75964 0.43673 -1.98260
N 3.22105 -1.50606 -0.16611
C 4.30320 -1.97501 0.46320
C 4.28779 -1.51938 1.76479
C 3.13494 -0.75256 1.84689
N 2.49457 -0.74669 0.67622
H -0.58477 -5.16495 -0.98279
H -1.41844 -2.81734 0.10562
H 1.79512 -4.53063 -2.13956
H 3.50094 -2.58718 -2.12440
H 3.74749 -1.00401 -4.04436
H 3.01793 1.51048 -4.81254
H 1.38913 2.33650 -2.80789
H 5.02031 -2.59837 -0.02849
H 5.00328 -1.71402 2.53220
H 2.76012 -0.22091 2.70064
C -1.31771 7.02527 -1.83852
C -0.28544 6.06554 -2.45789
C 0.44176 6.74471 -3.62947
C 0.72439 5.69043 -1.39491
C 1.63183 6.63748 -0.93273
C 2.57648 6.33678 0.03117
C 2.60286 5.07434 0.58708
C 1.67956 4.11788 0.17295
P 1.63526 2.51895 1.03617
C 1.03976 3.03455 2.69229
C 0.93174 2.04172 3.66814
C 0.48288 2.35812 4.93729
C 0.09166 3.65479 5.23787
C 0.17217 4.63952 4.26666
C 0.65797 4.33843 3.00372
C 3.43686 2.26214 1.22402
C 4.15790 2.15255 0.03359
C 5.52262 1.93873 0.06257
C 6.17392 1.80687 1.27963
C 5.45847 1.88457 2.46233
C 4.09262 2.11564 2.43996
C 0.75431 4.41694 -0.83175
O -0.08880 3.39119 -1.20646
C -0.88284 3.59282 -2.31889
C -1.57859 2.47906 -2.80149
C -2.39081 2.60298 -3.92565
C -2.51368 3.81923 -4.56221
C -1.84110 4.91758 -4.06111
C -1.00517 4.82778 -2.95459
P -1.58154 0.87369 -1.92324
C -3.40801 0.84808 -1.71732
C -4.26025 0.20793 -2.60951
C -5.63039 0.35666 -2.48076
C -6.16276 1.13086 -1.46444
C -5.31947 1.76340 -0.56712
C -3.95055 1.63040 -0.70143
C -1.33049 -0.32842 -3.27566
C -1.72221 -1.64283 -3.02316
C -1.55508 -2.61864 -3.98530
C -0.99640 -2.28870 -5.21086
C -0.58233 -0.99095 -5.45989
C -0.73771 -0.01277 -4.49280
H -0.82358 7.91577 -1.46021
H -1.84128 6.54408 -1.01383
H -2.05253 7.32730 -2.57934
H 0.93373 7.65474 -3.30343
H -0.25324 7.01488 -4.41713
H 1.19484 6.07768 -4.04429
H 1.60063 7.63660 -1.33501
H 3.27958 7.08767 0.35334
H 3.33167 4.82379 1.34534
H 1.20360 1.02078 3.42356
H 0.45287 1.60140 5.70582
H -0.27561 3.89634 6.22396
H -0.13379 5.64920 4.50171
H 0.73296 5.12060 2.26256
H 3.65121 2.26389 -0.91766
H 6.08102 1.87262 -0.86017
H 7.23970 1.64847 1.30325
H 5.96133 1.77116 3.41112
H 3.55072 2.19191 3.37283
H -2.93257 1.74329 -4.29191
H -3.13610 3.91239 -5.43836
H -1.97983 5.87048 -4.54233
H -3.86870 -0.40569 -3.40664
H -6.27935 -0.13588 -3.18806
H -7.22896 1.25814 -1.37890
H -5.72842 2.36738 0.22861
H -3.29105 2.16138 -0.03111
H -2.18882 -1.87746 -2.07444
H -1.86757 -3.63247 -3.78577
H -0.88254 -3.04425 -5.97051
H -0.14716 -0.73463 -6.41399
H -0.42414 0.99908 -4.69929
O -1.43186 1.43864 1.34453
H -1.35939 2.20653 1.92907
H -2.19558 0.92873 1.65195
I -4.10670 -1.53523 1.11279
I -5.24759 -2.92944 -0.85507
N -0.17410 -0.91607 2.01327
C -0.40422 -1.34647 3.06681
N -0.64905 -1.81867 4.23492
C 0.38529 -1.90198 5.26335
C 0.18444 -3.19604 6.06573
O -1.12218 -3.27199 6.57458
C -2.07252 -3.29540 5.54010
C -2.01245 -1.99268 4.73094
H 0.28437 -1.04212 5.93790
H 1.37026 -1.88542 4.79484
H 0.85341 -3.20743 6.92740
H 0.40226 -4.06622 5.42798
H -3.04936 -3.39577 6.01436
H -1.89977 -4.15544 4.87566
H -2.25932 -1.15088 5.38978
H -2.70829 -2.00948 3.89002
*
```

energy relative to the best compared isomer or geometry (same formula, charge and spin)	0.0	kcal/mol

***

[6]
Below is C7H12O in the gas phase at a distorted geometry, with properties calculated with wB97M-V/def2-TZVPD.

The geometry in ORCA input format:
```
! wB97M-V def2-TZVPD RIJCOSX def2/J DEFGRID3
* xyz 0 1
C 2.58954 -0.35741 0.13547
C 1.37121 0.42349 -0.35173
C 0.17657 -0.61551 -0.38346
C -1.17257 -1.02487 -1.05044
C -1.96404 -0.28666 0.14538
C -0.89199 0.69186 1.01862
C 0.14195 0.80938 0.02634
O -0.26898 1.68593 -0.98600
H 2.31643 -0.81122 1.11147
H 3.16229 0.53463 0.52425
H 3.04210 -1.30236 -0.56958
H 1.72766 1.04012 -1.24273
H 0.33965 -1.31462 0.44505
H -1.36205 -0.42293 -1.92111
H -1.37060 -2.03303 -1.01137
H -2.86044 0.34591 0.04228
H -2.24441 -1.15316 0.86648
H -0.69925 -0.32645 1.83058
H -1.40231 1.45233 1.78551
H -0.63075 2.66457 -0.41502
*
```

energy relative to the best compared isomer or geometry (same formula, charge and spin)	179.3	kcal/mol

***

Number 1: HOMO -5.64 eV. Number 2: HOMO -9.95 eV. Number 3: HOMO -9.18 eV. Number 4: HOMO -8.39 eV. Number 5: HOMO -12.86 eV. Number 6: HOMO -7.87 eV.